P | Molecular formula: CN2O3S
Method: DFT, ωB97M-V/def2-TZVPD

Structure (ORCA input):
```
! wB97M-V def2-TZVPD RIJCOSX def2/J DEFGRID3
* xyz 0 1
S -0.56291 0.17150 1.74503
O 0.48194 -0.11687 -1.80393
O -0.97099 -0.31035 0.00944
O -1.73006 -0.04034 2.54261
N 2.19244 0.55023 -0.21192
N -0.80689 -0.41998 -1.31911
C 1.39647 0.16581 -0.96212
*
```

Q | Molecular formula: CN2O3S
Method: DFT, ωB97M-V/def2-TZVPD

Structure (ORCA input):
```
! wB97M-V def2-TZVPD RIJCOSX def2/J DEFGRID3
* xyz 0 1
S 0.02763 0.58656 -0.82629
O 1.40019 2.71244 0.82799
O -1.04695 -3.18424 -0.73599
O 0.22306 0.90920 1.01859
N 0.79900 1.88456 1.43196
N -0.72427 -2.04194 -0.89590
C -0.67866 -0.86657 -0.82036
*
```

Result of the stability comparison: P is the most stable of them.

P | Molecular formula: C6H34N2O9
Method: DFT, ωB97M-V/def2-TZVPD

Structure (ORCA input):
```
! wB97M-V def2-TZVPD RIJCOSX def2/J DEFGRID3
* xyz 0 1
O -0.74214 4.38108 1.24682
O 1.48247 3.71784 -0.64862
O -2.30252 2.40622 -2.43367
O 0.39538 2.20073 -2.55060
O 2.04742 -2.85952 -1.83204
O 0.78588 -3.70357 0.45479
O -1.89334 -2.74234 3.07624
O -2.92681 3.84141 -0.23080
O 0.87562 -0.54714 -2.90327
N 1.96395 -1.06519 1.90994
N -0.68696 -1.34510 0.45139
C 2.93160 0.32218 0.03259
C -2.11960 -1.41611 0.07930
C -2.29977 -2.49868 -0.98402
C 0.66651 -0.60544 2.40993
C -0.42187 -0.22431 1.37475
C 2.91157 -0.00705 1.51739
H 2.73303 0.86531 2.14609
H -2.72852 -1.67713 0.96176
H -3.37479 -2.67845 -1.12387
H 1.09528 -4.08170 1.28003
H -1.33349 0.00571 1.93785
H 2.19038 3.16872 -0.31013
H 3.90556 -0.34366 1.80134
H 0.06663 -3.08955 0.70601
H 1.36091 -1.33487 -2.53337
H -2.09664 4.09960 0.24709
H 1.71764 -3.14655 -0.94169
H -0.11000 0.67684 0.85006
H -0.68699 5.32452 1.47582
H -3.52601 3.47938 0.42195
H 0.59663 1.23195 -2.57404
H 0.33365 -0.88887 -3.61348
H -1.88339 -1.92313 3.58716
H -0.58456 2.31130 -2.52709
H -1.36253 -2.51904 2.29993
H 0.30093 -1.40447 3.08557
H 0.82628 0.22966 3.10887
H -1.86676 -2.16306 -1.92652
H -0.14133 -1.17085 -0.39027
H -2.54058 2.89306 -1.59844
H 1.80044 -1.70767 1.14639
H 1.89693 -3.62747 -2.38237
H 3.64456 1.09001 -0.24799
H 1.94144 0.60910 -0.32311
H -1.90328 -3.46184 -0.67944
H 3.18497 -0.54271 -0.58806
H -2.70495 2.88783 -3.16342
H 1.10402 3.25358 -1.43655
H -2.52863 -0.46525 -0.27875
H 0.00578 4.24468 0.61255
*
```

Q | Molecular formula: C6H34N2O9
Method: DFT, ωB97M-V/def2-TZVPD

Structure (ORCA input):
```
! wB97M-V def2-TZVPD RIJCOSX def2/J DEFGRID3
* xyz 0 1
O 1.91047 -2.27500 -2.19770
O 3.01140 -3.24214 0.60442
O 1.76064 2.76549 -1.61632
O 1.40077 0.40974 -2.80079
O -0.39748 1.73990 3.84584
O -0.55871 2.47788 -0.34139
O -1.04614 -1.27029 3.75769
O -1.24502 1.06812 -2.77530
O -1.72618 3.11545 1.97663
N 0.60515 0.08358 1.09718
N -2.23203 -1.17917 -0.87993
C -3.68944 -1.01660 -0.67015
C -1.45871 -0.83109 0.32742
C 2.86473 0.46410 0.02097
C 0.06564 -0.82261 0.10265
C -1.90172 -2.48017 -1.40463
C 2.03278 -0.01028 1.26583
H -1.60543 -1.98026 3.43618
H -2.40342 -2.58549 -2.39990
H -1.25709 0.40707 -2.05388
H -1.19038 2.56452 -1.06207
H 0.97806 3.14144 -1.13784
H -1.43896 3.87913 2.50343
H -3.88209 0.06479 -0.82932
H 1.80115 3.36918 -2.35285
H 3.62781 1.23674 -0.02577
H 2.93030 -2.74719 -0.20877
H -1.32775 2.44361 2.58059
H 3.56160 -2.70938 1.17725
H 0.45948 0.47003 -2.60054
H -0.23650 -1.29848 3.23177
H 0.17106 -0.45038 -0.91980
H -1.05061 1.06363 3.99540
H 1.86302 1.23942 -2.59161
H 0.17178 1.28105 3.22536
H -2.13191 -3.35209 -0.79077
H -4.22765 -1.63367 -1.35396
H 2.16663 0.77182 -0.74776
H -1.72562 0.17669 0.66764
H 0.54043 1.09758 0.95304
H 0.58720 -1.79344 0.20837
H -1.61049 -1.53261 1.18053
H -0.87405 -2.48120 -1.79917
H 1.61981 -2.90518 -2.86731
H 2.40623 -1.00568 1.55713
H -4.04271 -1.38813 0.30983
H -1.95404 0.73981 -3.34426
H 3.35010 -0.40181 -0.47603
H 2.40285 0.67707 2.07307
H 1.88236 -1.36746 -2.39256
H -0.91692 2.84062 0.50374
*
```

R | Molecular formula: C6H34N2O9
Method: DFT, ωB97M-V/def2-TZVPD

Structure (ORCA input):
```
! wB97M-V def2-TZVPD RIJCOSX def2/J DEFGRID3
* xyz 0 1
O 3.26704 0.70242 1.36805
O -1.09181 -0.88288 -4.03916
O 1.38978 -1.82228 -4.43897
O -1.87913 3.13698 1.87096
O 0.30110 2.77139 3.37777
O -1.92963 -3.28785 -0.09076
O 1.81666 2.94932 1.17637
O -0.36557 2.98562 -0.34099
O -2.61982 -2.50981 -2.55712
N -0.66877 -0.66074 0.13306
N 1.27914 -0.11664 3.26954
C 0.91690 0.23313 -1.67405
C 0.02110 0.10881 1.17527
C 0.22171 -0.98520 -1.03999
C 1.25162 -2.03824 -0.61971
C -1.89081 0.03031 -0.31852
C 0.34651 -0.84038 2.36846
H 2.45637 2.14147 1.21313
H 0.90541 0.81624 3.46310
H -2.38802 -0.53463 -1.08889
H 0.92552 -1.69884 1.99938
H 1.03270 0.07715 -2.74028
H -0.53198 2.91331 2.91367
H -2.72167 -3.37955 0.46922
H -1.69555 1.10574 -0.70438
H -1.14486 -0.05526 -3.57317
H 2.00068 -1.61946 0.06210
H -2.57951 0.10904 0.52529
H 1.88744 0.40101 -1.20471
H 2.82236 0.37729 2.21114
H -0.55783 -1.14788 2.82812
H 0.49670 2.91505 0.12924
H 0.40337 3.46500 3.95650
H -1.67776 -1.46311 -3.54360
H 1.85517 -1.52598 -3.64104
H -2.78899 -3.33685 -3.07053
H -1.37494 3.13505 0.98720
H -1.43567 -2.49395 0.21949
H -0.27061 3.80456 -0.83685
H 0.71854 -2.93408 -0.11866
H -0.62423 0.95721 1.55252
H 0.97599 0.59772 0.84326
H 0.47784 -1.53601 -4.36022
H 1.77204 -2.46049 -1.53821
H -2.36405 -2.84876 -1.73815
H -2.51457 2.43468 1.75921
H 1.37866 2.85578 1.99878
H 1.38832 -0.58811 4.13701
H 0.32054 1.10534 -1.57764
H -0.47813 -1.43148 -1.82909
H 2.96466 0.06881 0.67684
*
```

Result of the stability comparison: P is the most stable of them.

P | Molecular formula: CH8NO2
Method: DFT, ωB97M-V/def2-TZVPD

Structure (ORCA input):
```
! wB97M-V def2-TZVPD RIJCOSX def2/J DEFGRID3
* xyz 1 1
O 1.07350 2.56549 -1.66743
O 0.32148 -0.34357 2.69836
N -0.75950 -1.39944 -0.02905
C -0.99535 -1.38614 -1.29072
H -0.26009 0.21174 3.20279
H -0.22065 -1.08893 -1.99199
H -2.02546 -1.56826 -1.57780
H 1.94002 2.99928 -1.71728
H 0.17932 -1.28080 0.36260
H 0.87516 2.80757 -2.59726
H -1.48621 -1.01713 0.58566
H 1.13323 -0.46435 3.18195
*
```

Q | Molecular formula: CH8NO2
Method: DFT, ωB97M-V/def2-TZVPD

Structure (ORCA input):
```
! wB97M-V def2-TZVPD RIJCOSX def2/J DEFGRID3
* xyz 1 1
O -2.18558 0.10240 0.37092
O 0.75934 -0.73762 -2.08427
N 0.87816 0.00251 0.45458
C 0.85251 0.46462 1.64114
H -3.07623 0.33198 0.66889
H 1.80424 0.74803 2.07626
H 0.09573 0.15903 -0.17246
H -1.92126 0.82787 -0.20464
H -0.10262 0.83659 1.98919
H 1.71658 -0.34435 0.00007
H 0.26504 -0.73845 -2.91052
H 0.91409 -1.65259 -1.82916
*
```

Result of the stability comparison: Q is the most stable of them.

P | Molecular formula: C3H10NP
Method: DFT, ωB97M-V/def2-TZVPD

Structure (ORCA input):
```
! wB97M-V def2-TZVPD RIJCOSX def2/J DEFGRID3
* xyz 0 1
P -1.42540 0.47146 -1.14382
N -2.62973 0.45658 -0.03246
C 0.47870 -0.50192 0.08658
C 0.95034 0.34144 1.24571
C 1.42847 -0.72557 -1.13682
H -2.45647 0.71565 0.91184
H -1.04258 1.74996 -0.63935
H 2.28399 -0.01902 -0.77195
H 1.59610 -0.24447 1.87416
H -3.47367 -0.17073 -0.13255
H 0.01861 -1.55142 0.20312
H 1.58158 -1.82736 -1.17236
H 0.12856 0.58238 1.95178
H 1.52669 1.12974 0.85273
H 1.03482 -0.40671 -2.09662
*
```

Q | Molecular formula: C3H10NP
Method: DFT, ωB97M-V/def2-TZVPD

Structure (ORCA input):
```
! wB97M-V def2-TZVPD RIJCOSX def2/J DEFGRID3
* xyz 0 1
P 2.02357 1.05676 -0.49934
N 0.45470 0.40335 0.01748
C 0.33822 0.41027 1.48824
C -0.07996 -0.82593 -0.56410
C -1.55157 -0.71916 -0.53720
H -1.98378 0.09684 -1.19588
H 0.40600 -0.58744 1.81636
H -0.78865 0.78951 1.71479
H -1.83121 -0.74326 0.57126
H 1.70752 0.86605 -1.79947
H 0.91180 1.21802 1.99875
H 1.60201 2.30434 -0.58945
H 0.27156 -1.60579 0.01687
H 0.46680 -1.10176 -1.50036
H -1.94701 -1.56180 -0.93795
*
```

R | Molecular formula: C3H10NP
Method: DFT, ωB97M-V/def2-TZVPD

Structure (ORCA input):
```
! wB97M-V def2-TZVPD RIJCOSX def2/J DEFGRID3
* xyz 0 1
P 0.11968 0.20544 0.43173
N 0.29679 0.78430 1.93985
C 1.73731 -0.10337 -0.32293
C -0.64136 -1.42508 0.22049
C -1.06027 1.14973 -0.75563
H -0.26064 -2.27388 1.00143
H -1.58432 0.40236 -1.38065
H -0.62413 0.95186 2.29911
H 2.30720 0.85812 -0.42522
H 1.77330 -0.41544 -1.37754
H 2.19491 -0.73424 0.39942
H -1.69238 1.61374 -0.03475
H -1.71785 -1.16584 0.18706
H -0.57023 1.85732 -1.42576
H -0.27802 -1.70501 -0.75660
*
```

S | Molecular formula: C3H10NP
Method: DFT, ωB97M-V/def2-TZVPD

Structure (ORCA input):
```
! wB97M-V def2-TZVPD RIJCOSX def2/J DEFGRID3
* xyz 0 1
P -0.29702 -0.03086 0.31639
N 1.14200 -0.55077 0.32219
C -0.86621 1.49983 -0.83131
C 2.58373 -0.30057 0.30950
C -1.56716 -1.35379 -0.01058
H -2.52761 -0.64880 -0.04641
H -1.37977 -1.82940 -1.00512
H -0.02983 2.26447 -0.77398
H -1.02012 1.13901 -1.85182
H -1.72166 2.02185 -0.54158
H 3.07050 -1.08588 0.97853
H -1.47237 -2.03767 0.92713
H 2.92439 -0.28428 -0.76739
H 2.84353 0.64397 0.62227
H -1.68241 0.55290 2.35217
*
```

Result of the stability comparison: R is the most stable of them.

P | Molecular formula: C4H6ClN2
Method: DFT, ωB97M-V/def2-TZVPD

Structure (ORCA input):
```
! wB97M-V def2-TZVPD RIJCOSX def2/J DEFGRID3
* xyz 1 1
Cl 0.69946 -1.57524 0.30992
N 0.05695 0.89821 1.33814
N 0.41063 1.02816 -1.14840
C -0.00866 -0.07992 -1.70246
C -0.64639 -0.29448 1.35445
C 0.60662 1.31274 0.08703
C 0.13849 -1.34884 -1.27761
H 1.24500 2.24428 0.16068
H 0.22383 1.36869 2.23945
H -0.13439 -2.26594 -1.77617
H -1.57025 -0.48123 0.80595
H -0.29702 -0.08198 -2.80149
H -0.72425 -0.72444 2.41050
*
```

Q | Molecular formula: C4H6ClN2
Method: DFT, ωB97M-V/def2-TZVPD

Structure (ORCA input):
```
! wB97M-V def2-TZVPD RIJCOSX def2/J DEFGRID3
* xyz 1 1
Cl 0.73290 -0.85174 -2.41268
N 0.04917 -1.83639 -0.10938
N -0.40621 0.69272 0.21880
C -1.47247 -0.01291 0.27086
C 0.92823 -1.00039 -0.65686
C -1.51159 1.24932 1.04904
C 0.91813 0.47941 -0.04205
H -0.60891 -2.15250 -0.69691
H -1.81636 2.26274 0.61696
H 1.38720 1.04316 -0.91514
H 1.51628 0.47464 0.90859
H 1.84439 -1.40958 -0.34328
H -1.56077 1.06152 2.11206
*
```

R | Molecular formula: C4H6ClN2
Method: DFT, ωB97M-V/def2-TZVPD

Structure (ORCA input):
```
! wB97M-V def2-TZVPD RIJCOSX def2/J DEFGRID3
* xyz 1 1
Cl 3.57084 -0.57885 0.00060
N 0.19175 -0.45889 0.00006
N 0.42633 1.79082 0.00005
C 1.80538 1.67445 -0.00508
C 2.44800 0.54069 0.00145
C -0.34948 0.67707 0.00609
C -0.33290 -1.77004 -0.00167
H -1.42423 0.86870 0.01488
H -1.42524 -1.76739 0.03148
H 0.00723 2.70959 -0.01599
H 2.34409 2.61910 0.01121
H -0.00249 -2.29034 -0.90238
H 0.05496 -2.31322 0.86071
*
```

Result of the stability comparison: R is the most stable of them.

P | Molecular formula: C7H10O2S
Method: DFT, ωB97M-V/def2-TZVPD

Structure (ORCA input):
```
! wB97M-V def2-TZVPD RIJCOSX def2/J DEFGRID3
* xyz 0 1
S -3.18097 -0.03463 -0.22052
O -4.05388 1.14659 -0.17492
O -3.80451 -1.30017 -0.36335
C -1.81334 0.03624 0.81110
C 0.28330 0.04015 -1.50963
C -0.07985 1.62918 0.40270
C 0.79690 0.45244 -0.05839
C -0.95526 -1.14157 0.99466
C 0.48547 -0.78666 0.80624
C -1.34978 1.38571 0.81270
H 1.83134 0.71211 -0.10399
H -1.31291 -1.57725 2.01835
H 0.38373 0.77507 -2.33555
H 0.91972 -0.80028 1.82935
H 1.03772 -1.61912 0.23641
H -0.78044 -0.04172 -1.48171
H 0.94484 -0.80888 -1.68164
H -1.15828 -1.85569 0.26420
H 0.35388 2.67067 0.30923
H -2.05598 2.19477 1.00482
*
```

Q | Molecular formula: C7H10O2S
Method: DFT, ωB97M-V/def2-TZVPD

Structure (ORCA input):
```
! wB97M-V def2-TZVPD RIJCOSX def2/J DEFGRID3
* xyz 0 1
S -1.31113 -1.64594 -0.64417
O -1.23155 2.17369 -0.63990
O -2.61360 0.49171 0.15036
C -2.23092 -0.80538 0.63249
C -0.15723 -0.52300 0.20593
C 1.19318 -0.37346 -0.23399
C -0.89127 -0.58414 1.53750
C 1.16202 -0.13997 -1.76798
C -1.54595 1.10712 -0.24734
C 1.70833 0.90702 0.50806
H 0.79831 -1.06378 -2.38924
H 1.78841 -1.29068 -0.04746
H 2.72534 1.24003 0.07182
H 1.78918 0.77886 1.54250
H 0.94098 1.66741 0.45241
H 0.36242 0.61809 -2.18106
H -0.84863 0.29573 2.24195
H -3.14796 -1.34881 1.03269
H -0.63162 -1.52764 2.03491
H 2.14167 0.02312 -2.25950
*
```

Result of the stability comparison: Q is the most stable of them.